One molecule with the formula C5H9NO, computed with ωB97M-V/def2-TZVPD.

The geometry in ORCA input format:
```
! RIJCOSX wB97M-V def2-TZVPD def2/J DEFGRID3
* xyz 0 1
C 1.01 1.14 0.70
C 0.17 0.12 -0.07
C 1.06 -0.84 -0.86
C -0.81 -0.64 0.86
O -2.08 -0.55 0.19
C -1.88 0.34 -0.80
N -0.73 0.80 -1.01
H 1.63 1.71 0.00
H 1.68 0.64 1.42
H 0.37 1.84 1.25
H 1.59 -1.53 -0.19
H 0.47 -1.44 -1.56
H 1.82 -0.29 -1.43
H -0.57 -1.70 1.00
H -0.92 -0.17 1.85
H -2.78 0.59 -1.36
*
```

Summary:
SMILES = CC1(C)COC=N1
Calculated total energy = -8868.29560 eV
Frontier orbital gap = 0.3881 Eh
Relative energy (zero: lowest compared OMol25 entry of this formula, charge and spin) = 88.5 kJ/mol
E_HOMO = -9.6090 eV



One molecule with the formula C5H9NO at a distorted geometry, computed with ωB97M-V/def2-TZVPD.

The geometry in ORCA input format:
```
! RIJCOSX wB97M-V def2-TZVPD def2/J DEFGRID3
* xyz 0 1
H 2.19 1.80 0.33
N 2.39 0.81 0.51
C 1.38 0.31 -0.06
C 0.92 -1.11 -0.17
C -0.53 -1.17 0.36
C -1.40 -0.08 -0.26
C -0.75 1.28 -0.06
O 0.53 1.22 -0.69
H 0.94 -1.40 -1.23
H 1.56 -1.81 0.37
H -0.50 -1.03 1.45
H -0.97 -2.16 0.17
H -1.48 -0.23 -1.34
H -2.41 -0.08 0.16
H -0.64 1.53 1.01
H -1.30 2.09 -0.54
*
```

Summary:
SMILES = [H]/N=C1/CCCCO1
Calculated total energy = -8868.10252 eV
Frontier orbital gap = 0.4053 Eh
Relative energy (zero: lowest compared OMol25 entry of this formula, charge and spin) = 107.1 kJ/mol
E_HOMO = -10.0811 eV



One molecule with the formula C5H9NO at a distorted geometry, computed with ωB97M-V/def2-TZVPD.

The geometry in ORCA input format:
```
! RIJCOSX wB97M-V def2-TZVPD def2/J DEFGRID3
* xyz 0 1
C 0.80 1.32 0.70
C -0.23 0.23 0.92
O -1.46 0.88 1.16
C -0.39 -0.75 -0.29
C 0.04 -0.19 -1.66
C 0.29 -2.02 -0.03
N 0.83 -3.02 0.20
H 1.79 0.89 0.48
H 0.88 1.93 1.61
H 0.50 1.97 -0.12
H 0.07 -0.37 1.80
H -2.06 0.26 1.57
H -1.46 -0.97 -0.33
H -0.20 -0.91 -2.45
H 1.11 0.00 -1.68
H -0.49 0.74 -1.87
*
```

Summary:
SMILES = C[C@@H](O)[C@@H](C)C#N
Calculated total energy = -8868.14433 eV
Frontier orbital gap = 0.4228 Eh
Relative energy (zero: lowest compared OMol25 entry of this formula, charge and spin) = 103.1 kJ/mol
E_HOMO = -10.8349 eV



A 2-piece molecular cluster, C5H9NO overall at a distorted geometry, computed with ωB97M-V/def2-TZVPD.

The geometry in ORCA input format:
```
! RIJCOSX wB97M-V def2-TZVPD def2/J DEFGRID3
* xyz 0 1
C -1.29 -0.15 1.24
C -1.12 0.03 -0.24
N -0.85 1.38 -0.72
C 0.20 0.34 -0.87
C 1.56 0.55 -0.07
C 1.41 -1.86 -0.53
O 1.15 -2.62 0.27
H -0.64 0.53 1.80
H -2.33 0.06 1.54
H -1.06 -1.18 1.53
H -1.79 -0.58 -0.85
H -1.33 1.56 -1.61
H 0.30 -0.04 -1.90
H 1.27 1.14 0.80
H 2.16 1.18 -0.73
H 2.37 -0.31 0.35
*
```

Summary:
Calculated total energy = -8865.96497 eV
Frontier orbital gap = 0.3897 Eh
Relative energy (zero: lowest compared OMol25 entry of this formula, charge and spin) = 313.3 kJ/mol
E_HOMO = -9.6227 eV



One molecule with the formula C5H9NO at a distorted geometry, computed with ωB97M-V/def2-TZVPD.

The geometry in ORCA input format:
```
! RIJCOSX wB97M-V def2-TZVPD def2/J DEFGRID3
* xyz 0 1
C -0.34 -0.02 -2.20
O 0.53 -0.32 -1.07
C 0.14 -0.14 0.41
C 1.31 -0.50 1.37
C -0.48 1.20 0.88
C -0.82 -1.20 0.28
N -1.62 -2.00 0.05
H -1.42 0.02 -1.99
H -0.01 0.93 -2.63
H -0.23 -0.78 -3.01
H 1.91 0.37 1.67
H 1.96 -1.24 0.91
H 0.94 -0.94 2.31
H -0.71 1.21 1.96
H -1.42 1.41 0.36
H 0.23 2.01 0.72
*
```

Summary:
SMILES = COC(C)(C)C#N
Calculated total energy = -8866.74448 eV
Frontier orbital gap = 0.4004 Eh
Relative energy (zero: lowest compared OMol25 entry of this formula, charge and spin) = 238.1 kJ/mol
E_HOMO = -10.1024 eV



A 2-piece molecular cluster, C5H9NO overall at a distorted geometry, computed with ωB97M-V/def2-TZVPD.

The geometry in ORCA input format:
```
! RIJCOSX wB97M-V def2-TZVPD def2/J DEFGRID3
* xyz 0 1
C -0.43 -0.14 -1.75
N 0.02 -0.06 -0.35
C -0.50 -1.12 0.56
C -1.04 0.23 0.74
C 0.12 0.99 2.51
O -0.63 1.53 3.20
C 1.39 0.50 -0.23
H 0.28 -0.68 -2.37
H -0.57 0.88 -2.14
H -1.40 -0.64 -1.79
H -1.04 -1.92 0.04
H 0.25 -1.48 1.27
H -2.01 0.39 0.24
H 1.36 1.31 0.49
H 2.06 -0.28 0.16
H 1.72 0.83 -1.21
*
```

Summary:
Calculated total energy = -8864.21780 eV
Frontier orbital gap = 0.2857 Eh
Relative energy (zero: lowest compared OMol25 entry of this formula, charge and spin) = 481.9 kJ/mol
E_HOMO = -7.0363 eV